# 1
Density functional theory data (ωB97M-V with the def2-TZVPD basis set) for a cluster of 9 separate species, FH16O8 in total at a distorted geometry.

Geometry as XYZ:
```
25
Properties=species:S:1:pos:R:3:forces:R:3
F 0.1174 -0.1752 0.0625 -1.226 0.113 -0.065
O -1.1556 -0.4064 -2.2069 -0.943 -0.873 -1.311
O 1.9199 -1.4563 -0.8865 0.334 -1.650 -1.934
O -1.5057 2.4007 -1.6483 -0.839 0.540 0.197
O 0.9735 2.2645 -0.3723 0.567 -0.767 1.005
O 0.0453 0.6598 2.5158 0.342 0.474 0.394
O 2.7684 0.2932 1.0599 0.221 0.455 1.195
O -2.5717 -0.3428 0.8366 -1.163 -0.176 -0.692
O -0.2245 -2.4373 1.3900 -0.132 1.059 -0.552
H 1.1615 -0.9125 -0.6071 -0.157 -0.104 0.195
H -0.5808 -3.0583 0.7723 -0.355 -1.100 -0.283
H -0.8394 -0.5847 -1.3310 0.850 0.285 1.252
H 0.7029 2.1345 -1.2699 -0.400 0.351 -0.819
H -1.7383 -1.1704 -2.3618 0.113 0.628 -0.201
H 1.5402 -2.0252 -1.6031 0.668 0.832 0.920
H 0.9724 0.9621 2.5960 -0.715 -0.399 -0.303
H -2.7157 -0.0481 1.7358 0.676 0.020 0.119
H 3.6269 0.0535 0.7401 0.678 -0.263 -0.158
H -2.1264 2.3834 -0.9052 0.301 0.285 -0.070
H -1.6400 -0.3439 0.6019 0.225 0.392 0.526
H -1.3879 1.4647 -1.7888 0.115 -0.824 -0.475
H -0.0483 0.3725 1.5865 0.447 0.135 0.591
H 2.2321 0.2257 0.2829 -0.384 0.000 -0.536
H -0.2553 -1.6324 0.8034 0.685 -0.579 1.214
H 0.7291 1.3790 -0.0027 0.093 1.167 -0.210
```
Positions in Å, forces in eV/Å.

ΔE to the lowest compared entry with this formula, charge and spin = 1.514 eV
charge = -1
highest occupied orbital energy = -0.244 Ha
frontier orbital gap = 9.8117 eV

---

# 2
Density functional theory data (ωB97M-V with the def2-TZVPD basis set) for a cluster of 10 separate species, C31H69FN11O9 in total.

Geometry as XYZ:
```
121
Properties=species:S:1:pos:R:3:forces:R:3
F 1.3643 1.8433 4.6410 0.030 0.088 0.042
O -1.9512 -2.1404 5.1987 0.016 -0.016 -0.014
O -1.1747 3.0170 7.2073 0.086 -0.017 -0.145
O 5.6354 -5.9053 -0.6590 0.000 -0.023 0.004
O -4.2770 -1.9595 -6.7056 0.019 -0.003 -0.059
O 4.6327 -2.4786 1.0867 -0.052 0.247 0.235
O 1.1293 5.6528 -1.1473 0.000 0.008 0.005
O -1.1106 0.0019 -2.2109 -0.034 -0.053 0.015
O 2.9808 2.2752 1.0796 -0.015 -0.139 0.043
O -7.8048 -1.8695 -5.6186 0.040 0.071 -0.023
N -4.2799 -1.5061 -8.9232 0.002 0.023 -0.087
N 0.9262 1.8927 0.1442 0.073 -0.067 -0.082
N -3.1051 -0.4332 -3.1997 -0.050 -0.026 -0.024
N 2.4408 1.1504 4.2700 -0.123 -0.225 -0.023
N 2.8753 -3.6839 0.2636 0.149 0.117 -0.141
N 7.7036 -5.0473 -0.3102 -0.020 -0.023 0.003
N -8.6793 -2.1816 -3.5495 0.000 -0.016 0.123
N 3.6198 -0.4058 3.5017 0.377 -0.226 -0.110
N -1.8472 4.6268 5.7482 -0.007 0.044 -0.082
N -1.3690 -0.8313 6.9479 0.014 0.008 0.041
N 3.2807 6.3429 -0.9939 0.015 -0.016 -0.009
C 3.7266 1.5911 4.3842 0.212 0.364 0.099
C -2.8316 -1.5908 -8.9940 -0.048 -0.012 0.040
C -0.4988 4.8518 5.2595 -0.014 -0.039 0.063
C 9.0177 -4.7316 -0.8285 -0.027 -0.027 0.066
C -9.2893 -3.0793 -2.5910 0.026 0.081 -0.020
C 3.3578 -3.5919 -1.1109 0.088 0.065 -0.025
C -0.4952 1.6871 0.3633 0.056 0.069 0.059
C 1.7688 2.1063 1.1509 -0.064 0.012 0.250
C -2.0480 3.7027 6.7021 -0.107 -0.015 0.170
C -8.3130 -2.5884 -4.7812 -0.025 -0.058 -0.094
C 7.3641 -4.6974 1.0583 -0.077 0.053 0.043
C -4.5319 -0.6605 -3.0645 0.095 0.013 -0.001
C 2.3638 -0.0569 3.7342 -0.232 0.045 0.012
C 3.5957 -3.1176 1.2266 -0.228 -0.180 0.258
C 5.9659 0.4991 3.6879 0.090 0.077 -0.087
C 4.2508 7.4135 -1.0716 -0.017 -0.086 -0.007
C 3.7082 4.9929 -0.6681 0.008 0.080 0.032
C -8.4576 -0.7935 -3.1854 -0.025 -0.031 -0.091
C -0.5958 0.0182 6.0703 0.041 0.013 -0.013
C 6.7608 -5.6525 -1.0540 0.030 0.053 -0.042
C 4.4948 0.5916 3.8765 -0.091 -0.122 -0.002
C 1.4328 1.8626 -1.2236 0.037 0.047 0.001
C 1.6440 -4.4017 0.5327 0.061 -0.041 -0.015
C 1.9669 6.5354 -1.2131 -0.048 0.006 0.015
C -1.4284 -0.5306 8.3655 -0.030 0.042 -0.063
C -5.0340 -1.2111 -10.1242 0.071 -0.015 0.035
C -2.5238 -0.4726 -4.5360 -0.049 0.059 0.105
C -2.0080 -1.8754 6.3866 0.027 -0.043 0.007
C -2.3172 -0.1948 -2.1488 0.016 -0.006 -0.036
C -2.9360 5.4128 5.1985 0.077 -0.013 0.004
C -4.8798 -1.7077 -7.7365 -0.106 -0.038 0.102
H -0.1295 0.8144 6.6436 -0.066 0.006 0.043
H -2.0554 -1.2681 8.8627 -0.007 -0.009 0.002
H 3.9875 2.5536 4.7927 -0.133 -0.070 -0.076
H -3.0265 5.2488 4.1234 -0.019 -0.001 -0.003
H 9.7949 -5.2344 -0.2499 0.012 -0.004 -0.016
H 2.1851 1.0808 -1.3288 0.000 -0.007 -0.001
H 3.2064 4.6421 0.2317 0.033 -0.077 -0.008
H 0.8111 -3.9396 0.0012 -0.003 0.008 0.007
H -1.0657 2.4535 -0.1622 -0.027 -0.004 0.004
H 0.6045 1.6563 -1.8942 0.012 -0.043 0.007
H -3.8694 5.1213 5.6749 -0.011 0.000 0.003
H -0.5218 5.6307 4.5019 0.000 0.007 -0.006
H 4.3372 -4.0610 -1.1913 -0.082 -0.034 0.008
H -0.7931 0.7107 -0.0139 -0.006 0.024 -0.021
H -2.0507 0.4821 -4.7686 0.001 -0.001 0.000
H -8.9909 -0.1317 -3.8683 0.003 0.028 0.019
H -0.7134 1.7560 1.4292 0.018 0.025 0.009
H 6.5000 -4.0332 1.0771 0.017 0.012 -0.003
H -4.8100 -0.6007 -2.0128 -0.010 -0.001 0.005
H -0.0946 3.9385 4.8214 0.005 0.014 -0.021
H 2.6571 -4.1072 -1.7614 -0.010 -0.002 -0.004
H -3.3187 -0.6898 -5.2430 0.115 -0.019 -0.049
H 3.4382 -2.5481 -1.4138 -0.047 0.013 0.004
H -1.2415 0.4605 5.3098 0.053 0.042 -0.033
H 1.4336 -4.3837 1.6006 -0.006 -0.003 0.008
H -10.2851 -2.7306 -2.3106 -0.012 -0.020 0.001
H -2.5858 -2.4775 7.1056 -0.007 0.009 -0.006
H -1.7661 -1.2531 -4.5964 -0.001 -0.011 -0.016
H 6.4860 0.6142 4.6404 -0.030 -0.075 -0.083
H -3.1039 3.6215 7.0066 0.001 -0.010 -0.014
H 0.1664 -0.5785 5.5590 -0.011 0.002 0.028
H -4.7469 -0.2409 -10.5342 -0.019 0.008 -0.008
H -5.9771 -1.6260 -7.7714 0.001 -0.013 0.050
H 8.2087 -4.1941 1.5235 0.053 -0.035 -0.039
H -2.3708 -0.8543 -8.3349 0.013 0.006 -0.007
H 9.1990 -3.6557 -0.7938 0.006 0.002 -0.020
H -2.4896 -2.5783 -8.6834 0.012 -0.003 -0.004
H 7.0989 -5.8952 -2.0748 -0.001 -0.012 0.011
H 1.8836 2.8220 -1.4696 -0.051 0.018 -0.011
H 1.4649 -0.6207 3.5425 0.030 0.073 0.017
H -9.3811 -4.0701 -3.0312 -0.003 -0.011 -0.001
H 1.2538 2.1132 2.1309 -0.111 0.063 -0.069
H -2.7718 6.4765 5.3763 -0.019 0.007 0.006
H 7.1150 -5.5925 1.6298 0.033 -0.006 0.014
H 0.1593 5.1571 6.0735 0.006 0.002 -0.004
H 6.2946 1.2980 3.0194 -0.008 -0.102 0.036
H -8.8129 -0.6299 -2.1710 -0.009 -0.008 0.008
H -5.0886 0.0944 -3.6219 -0.024 -0.012 -0.005
H -8.6813 -3.1559 -1.6872 -0.002 -0.023 0.004
H 1.7111 7.5794 -1.4586 0.001 -0.004 -0.002
H -6.0954 -1.1877 -9.8864 -0.011 0.001 0.000
H -1.8461 0.4633 8.5298 0.013 0.006 0.008
H -7.3976 -0.5462 -3.2434 0.005 0.010 0.008
H 4.9993 7.2051 -1.8384 0.005 0.022 -0.008
H -2.8633 -0.1896 -1.1881 0.001 0.005 -0.009
H 4.7839 4.9745 -0.5102 0.013 0.062 -0.010
H 1.7339 -5.4399 0.2130 0.002 -0.007 0.009
H 3.1595 -3.2812 2.2332 -0.090 -0.071 -0.049
H 9.0879 -5.0618 -1.8629 0.005 -0.002 -0.009
H -2.5162 -1.4046 -10.0176 0.002 0.002 -0.009
H 3.9052 -1.2862 3.0848 0.109 0.048 -0.331
H -4.8028 -1.6432 -3.4527 -0.019 0.011 -0.028
H 3.7451 8.3432 -1.3252 -0.003 0.010 -0.003
H -4.8642 -1.9743 -10.8861 -0.020 -0.002 -0.010
H -0.4318 -0.5645 8.8093 -0.004 -0.018 0.018
H 3.4551 4.3116 -1.4794 0.047 -0.030 0.005
H -8.5270 -3.6544 -4.9659 0.013 0.002 0.009
H 6.2386 -0.4553 3.2342 -0.032 0.073 0.067
H 4.7615 7.5451 -0.1155 0.002 0.023 0.001
```
Positions in Å, forces in eV/Å.

charge = +1
highest occupied orbital energy = -0.384 Ha
frontier orbital gap = 8.3000 eV

---

# 3
Density functional theory data (ωB97M-V with the def2-TZVPD basis set) for a cluster of 5 separate species, C28H30Cl2F5O2P in total at a distorted geometry.

Geometry as XYZ:
```
68
Properties=species:S:1:pos:R:3:forces:R:3
Cl -0.2469 -2.7997 -1.8622 -0.048 0.907 0.461
Cl 0.8155 0.9745 -1.8927 -0.032 -0.676 0.358
P -1.5322 -1.7070 0.6241 -1.397 -0.469 0.816
F 3.3524 -1.3967 2.5983 0.109 -0.127 -0.040
F -2.2050 -3.8312 -5.0757 0.009 0.098 -0.032
F 6.0323 2.7222 2.9111 0.082 -0.077 0.035
F -2.4286 -2.1219 2.0307 0.705 -0.050 -0.932
F -3.0320 2.9240 -0.8573 0.001 -0.073 0.237
O -4.0543 1.2820 1.6026 -0.889 0.577 0.011
O -3.1488 0.2129 1.7768 1.174 -0.532 -0.692
C -2.4401 -0.0611 0.5655 -0.624 0.575 -0.051
C 4.9761 3.4920 2.5913 -0.495 0.369 -0.153
C -2.9973 3.7054 -4.8917 0.022 -0.015 -0.042
C 4.3136 -0.2471 4.4160 0.237 0.013 -0.192
C -2.4406 2.5259 -4.4098 -0.124 0.223 0.066
C 3.0820 -0.0685 6.4758 0.020 0.026 0.025
C 0.8175 -0.5017 -0.7578 0.111 0.229 -0.119
C 2.6086 3.7662 2.3775 0.221 0.189 -0.078
C -2.4478 2.2611 -3.0462 -0.014 -0.161 0.168
C -2.0865 -6.7932 -3.0014 -0.131 -0.016 -0.284
C 4.2201 0.2075 5.7251 -0.270 -0.137 0.011
C -3.2212 -7.3033 -5.0654 0.122 0.104 0.206
C -1.8985 -5.4839 -3.4267 0.120 0.147 0.125
C -3.0213 3.1783 -2.1842 0.001 0.150 -0.846
C 2.8073 5.0696 1.9347 -0.064 0.017 -0.010
C 2.1222 -1.2384 4.6032 -0.152 -0.112 -0.168
C -2.7452 -7.7029 -3.8220 0.003 -0.055 0.047
C 1.2324 0.0019 0.6631 1.122 0.347 -0.203
C -2.3820 -5.0989 -4.6650 -0.081 -0.577 0.191
C -3.5836 4.3527 -2.6497 -0.077 0.125 0.253
C 5.1881 4.7887 2.1578 0.215 0.042 -0.006
C -3.0441 -5.9920 -5.4889 -0.056 0.093 -0.184
C -0.5577 -1.2313 -0.9312 0.518 0.177 -0.868
C -3.5663 4.6191 -4.0124 0.114 -0.230 -0.013
C 4.0959 5.5795 1.8226 -0.122 -0.228 0.080
C 2.0351 -0.7927 5.9163 0.225 0.108 -0.057
C 3.6997 2.9703 2.7030 -0.025 -0.234 0.057
C 3.2630 -0.9621 3.8705 -0.065 0.213 0.685
H 1.6042 3.3707 2.4685 0.054 -0.015 0.006
H 5.1949 -0.0488 3.8180 -0.036 -0.002 -0.010
H 2.1344 -0.5927 1.0006 -1.375 0.544 -0.132
H -3.8618 1.7638 0.7837 0.494 -0.188 -0.058
H 1.6230 -1.1529 -1.1730 -0.745 0.628 0.381
H 3.5655 1.9506 3.0418 0.025 0.037 0.024
H -0.3781 -2.0273 1.3804 -0.254 0.191 -0.347
H 6.1983 5.1716 2.0849 -0.013 -0.049 0.000
H 0.4453 0.0377 1.4464 0.457 -0.227 -0.609
H 5.0331 0.7756 6.1596 -0.011 -0.034 -0.058
H 1.6133 1.0492 0.5552 -0.362 -0.865 0.122
H 3.0117 0.2827 7.4982 -0.003 -0.022 -0.054
H -2.8872 -8.7246 -3.4905 0.004 0.052 -0.023
H 1.3130 -1.7962 4.1479 0.037 -0.011 0.003
H -1.7194 -7.1043 -2.0312 0.008 0.044 -0.040
H 1.9558 5.6880 1.6771 0.048 -0.029 0.011
H -2.0006 1.8131 -5.0959 0.003 0.008 0.069
H -2.1423 -2.7937 -0.0800 0.258 0.603 0.487
H -3.4156 -5.6606 -6.4504 0.037 0.023 0.027
H -3.7305 -8.0131 -5.7056 0.007 0.058 0.013
H -3.1855 -0.1277 -0.2825 0.689 -0.202 0.589
H -1.2034 -0.6122 -1.6052 0.539 -0.702 0.532
H -2.9870 3.9117 -5.9552 -0.001 -0.008 0.056
H -4.0293 5.0488 -1.9500 0.034 -0.034 0.007
H -1.7468 0.7791 0.3033 -0.262 -0.601 0.238
H -3.9959 5.5393 -4.3879 -0.003 -0.039 0.050
H 4.2503 6.5931 1.4739 0.024 -0.046 0.030
H -2.0111 1.3521 -2.6547 0.014 0.044 0.011
H -1.3812 -4.7629 -2.8052 -0.150 -0.128 -0.123
H 1.1509 -1.0102 6.5024 0.019 0.006 -0.064
```
Positions in Å, forces in eV/Å.

charge = 0
SMILES = C[C@H](Cl)[C@@H](Cl)[PH2](F)COO.Fc1ccccc1.Fc1ccccc1.Fc1ccccc1.Fc1ccccc1
highest occupied orbital energy = -0.341 Ha
frontier orbital gap = 9.8215 eV

---

# 4
Density functional theory data (ωB97M-V with the def2-TZVPD basis set) for the molecule C3H6N2O2 at a distorted geometry.

Geometry as XYZ:
```
13
Properties=species:S:1:pos:R:3:forces:R:3
O 0.0413 -0.5669 1.3394 -0.290 0.081 -0.366
O -1.5070 0.2285 -1.7114 0.238 0.166 -0.142
N -0.0712 -0.2667 -0.0312 4.709 1.833 -0.412
N -2.3245 -0.4927 0.2835 -0.078 -0.131 0.450
C 2.2365 0.7332 -0.0242 7.606 1.351 4.662
C -1.3351 -0.1359 -0.5704 -1.020 -0.385 0.004
C 1.1062 0.4592 -0.6391 -11.028 -3.197 -4.113
H -3.2703 -0.5265 -0.0456 0.046 0.050 -0.157
H 0.8804 0.6767 -1.6680 -0.055 0.040 0.056
H 0.9000 -1.0098 1.4327 -0.305 -0.003 -0.196
H 2.4233 0.5323 1.0155 0.069 0.168 0.173
H -2.1018 -0.8442 1.1970 -0.068 0.015 -0.007
H 3.0222 1.2128 -0.5783 0.176 0.012 0.048
```
Positions in Å, forces in eV/Å.

ΔE to the lowest compared entry with this formula, charge and spin = 2.427 eV
charge = 0
highest occupied orbital energy (alpha / beta) = -0.179 / -0.372 Ha
frontier orbital gap (alpha / beta) = 5.4724 / 7.8720 eV
multiplicity = 3